Record 1
{
  "formula": "C32H41BN2O13",
  "method": "wB97M-V/def2-TZVPD",
  "total_charge": 0,
  "spin_multiplicity": 1,
  "smiles": "C#CCc1c(OC(=O)c2ccccc2)c(CNC)c(OB(O)O)c2c1C(=O)NC2=O.CCOC(C)=O.CCOC(C)=O.CCOC(C)=O",
  "species": ["C", "C", "C", "H", "H", "O", "C", "H", "H", "C", "H", "H", "H", "O", "H", "C", "C", "H", "H", "C", "O", "C", "O", "C", "N", "O", "C", "H", "H", "H", "C", "H", "H", "C", "C", "C", "H", "O", "C", "O", "O", "H", "H", "H", "C", "H", "C", "H", "H", "C", "N", "H", "H", "H", "H", "H", "C", "C", "C", "H", "H", "B", "H", "H", "H", "C", "C", "H", "C", "H", "H", "H", "C", "C", "O", "C", "C", "H", "O", "C", "C", "O", "O", "H", "O", "C", "H", "H", "H"],
  "positions_angstrom": [[1.21, -2.31, -5.16], [-4.27, -3.55, 1.63], [-0.26, 3.50, -3.16], [6.87, 5.00, 3.31], [-7.77, -4.92, 7.86], [-5.67, -3.73, 6.68], [5.09, -0.31, -3.06], [1.59, 3.03, -5.82], [6.27, 4.07, 1.94], [-5.00, -4.02, 2.87], [-6.08, -3.91, 2.73], [8.71, 3.64, 2.33], [-4.16, 1.13, -2.05], [-4.60, -2.20, 1.29], [0.41, -0.66, -2.65], [-3.09, -1.32, 3.03], [1.88, -1.03, -4.70], [-4.49, -3.24, 9.04], [-3.19, -3.66, 1.73], [3.19, 1.32, -3.88], [6.51, 6.13, 1.68], [6.95, 4.88, 2.23], [-1.67, -0.96, -5.76], [8.38, 4.56, 1.85], [-0.06, 2.94, -4.49], [5.52, 7.30, 0.12], [0.15, -3.56, -3.06], [-5.83, -4.33, 9.36], [7.04, 5.22, -1.12], [3.07, 1.57, -0.81], [-5.58, -3.31, 9.08], [-6.61, -6.26, 7.95], [-0.39, 3.64, -5.14], [-3.99, -1.13, 1.82], [1.38, 2.80, -4.77], [-1.39, -0.01, -3.63], [-5.91, -1.91, 7.49], [6.02, 0.38, -2.77], [3.76, 0.08, -3.66], [3.80, -3.41, -3.97], [3.87, 2.00, -1.11], [-1.32, 3.70, -3.01], [-2.76, 0.63, -0.06], [-0.47, -0.22, -0.37], [6.13, 5.10, -0.53], [6.14, 4.12, -0.05], [-1.00, -0.28, -5.04], [-2.32, -0.56, 2.99], [1.98, -2.97, -5.58], [-1.07, -0.03, -1.25], [5.08, -1.73, -3.00], [0.46, -2.13, -5.93], [2.64, 4.22, -1.39], [-4.57, -4.14, 0.77], [-3.30, 0.68, -4.29], [5.27, 5.12, -1.20], [-6.19, -4.93, 6.35], [0.63, -3.01, -4.02], [-2.36, 0.46, -1.05], [5.25, -2.14, -2.10], [-2.61, -2.29, 3.08], [3.70, 2.86, -2.18], [-7.84, -6.21, 6.67], [1.95, 3.52, -4.19], [-3.69, -1.17, 3.93], [-7.17, -5.60, 7.28], [3.96, -2.25, -3.70], [8.50, 4.45, 0.77], [-2.67, 0.49, -3.43], [0.28, 4.45, -3.00], [-0.11, -3.98, -2.12], [-7.27, -2.96, 7.77], [-3.16, 0.74, -2.15], [-6.19, -2.93, 7.75], [3.40, 4.20, -1.98], [-0.58, -0.26, -2.52], [6.01, 6.25, 0.44], [0.04, 2.78, -2.40], [3.85, 2.47, -3.51], [3.11, -1.07, -4.06], [1.31, 0.22, -4.92], [-4.22, -0.04, 1.37], [-5.80, -5.46, 5.34], [-5.94, -2.64, 9.87], [0.12, 0.36, -5.58], [1.95, 1.41, -4.52], [-4.73, -3.44, 3.75], [9.04, 5.37, 2.17], [-4.78, -5.06, 3.08]],
  "mulliken_charge": [-1.1528, -0.5658, -0.9070, 0.3172, 0.3594, -0.3555, -0.1325, 0.4404, 0.3090, -0.6696, 0.2853, 0.3430, 0.4736, -0.3685, 0.6288, -1.0594, 0.4028, 0.3055, 0.3549, 0.0535, -0.3936, -0.3319, -0.5158, -0.9260, -0.1127, -0.5703, -0.1527, 0.2711, 0.2724, 0.3020, -0.9759, 0.2881, 0.2927, 0.8959, -1.7027, 0.9947, 0.3343, -0.5181, 0.1994, -0.5377, -0.4658, 0.3322, 0.7172, 0.4363, -0.6202, 0.2412, -0.5661, 0.3069, 0.5919, -1.5512, -0.1506, 0.4948, 0.2934, 0.3476, 0.4526, 0.1459, 0.8047, -0.3618, -0.3860, 0.2920, 0.3509, 0.8604, 0.3132, 0.4380, 0.2608, -1.1211, 0.2873, 0.2629, -0.5980, 0.3557, 0.4733, 0.3616, -0.9585, -0.4449, -0.6947, 0.5884, 0.6555, 0.2062, -0.7915, 0.9054, 0.5880, -0.6214, -0.5099, 0.3632, -0.5318, 0.6594, 0.1490, 0.3003, 0.3617]
}

Record 2
{
  "formula": "C32H41Br2F17N3O11",
  "method": "wB97M-V/def2-TZVPD",
  "total_charge": 1,
  "spin_multiplicity": 1,
  "species": ["F", "C", "H", "C", "C", "H", "F", "Br", "O", "C", "H", "C", "O", "H", "C", "C", "F", "H", "C", "C", "C", "H", "O", "H", "H", "C", "H", "C", "C", "H", "C", "F", "H", "N", "F", "H", "H", "H", "H", "O", "C", "N", "F", "H", "C", "H", "H", "F", "C", "F", "H", "C", "F", "O", "H", "C", "H", "H", "H", "H", "O", "H", "F", "H", "H", "H", "H", "Br", "O", "H", "C", "F", "H", "C", "H", "H", "C", "N", "C", "C", "C", "F", "H", "H", "O", "C", "F", "H", "C", "C", "C", "F", "C", "H", "H", "H", "O", "C", "C", "F", "F", "H", "F", "O", "H", "O"],
  "positions_angstrom": [[-2.69, -0.75, -7.86], [-0.60, -0.54, -1.12], [1.63, -3.17, -10.44], [6.03, 3.27, -2.49], [-3.29, 0.39, 0.89], [-1.88, -2.81, -0.19], [6.50, 1.72, 1.27], [1.55, 2.71, 1.55], [1.12, 1.31, 8.02], [-4.20, -0.51, -0.07], [0.96, 0.26, 1.31], [-1.33, 4.29, 5.81], [1.35, -5.76, -9.92], [5.24, 2.83, -3.11], [1.89, 1.77, 11.05], [0.26, 0.73, 8.64], [-1.29, -0.85, 7.77], [1.83, 2.54, 10.28], [0.33, -1.44, -4.49], [-1.24, -2.25, 0.58], [-0.56, 1.01, -1.60], [0.41, -3.28, -5.59], [-0.27, -1.48, -1.89], [-0.05, 1.60, -0.75], [-1.47, 3.93, 6.88], [0.70, -3.42, -9.93], [1.73, -0.44, 3.37], [1.74, 0.38, 10.45], [-0.34, -0.73, -7.42], [-0.85, 0.75, 4.82], [-1.48, -0.52, -8.41], [4.48, 0.95, 1.35], [-1.83, -2.31, 1.58], [-1.89, 2.11, 2.58], [2.95, -7.27, -7.15], [-0.87, -0.85, 3.76], [2.85, 1.87, 11.56], [1.50, -2.05, -6.22], [-0.20, 4.18, 5.56], [0.61, -0.01, -7.29], [5.71, 4.70, -2.11], [-3.20, 2.29, 2.57], [-5.20, 0.25, -0.77], [0.09, -4.94, -11.31], [1.03, 0.45, 3.51], [0.88, -3.29, -8.86], [-1.56, 5.40, 5.66], [2.24, -8.34, -8.89], [-2.21, 3.41, 4.75], [5.96, -0.05, 0.14], [-2.60, 2.44, 5.22], [-0.23, -0.11, 4.37], [-1.38, -1.36, -9.47], [-0.52, -1.88, -6.73], [2.52, 0.17, 9.72], [-5.58, 1.74, 1.82], [-5.75, 2.71, 2.43], [-5.72, -0.57, 3.86], [6.49, 5.12, -1.47], [1.83, -0.37, 11.24], [-5.54, 0.38, 3.68], [0.44, -0.37, -4.66], [-6.42, -1.47, 0.71], [-0.25, 2.75, 3.95], [-0.63, -5.12, -9.72], [5.62, 5.32, -3.01], [-0.07, -2.72, -10.24], [-1.03, 4.91, 2.59], [0.75, -5.69, -7.75], [6.95, 3.24, -3.06], [-1.21, 3.13, 3.49], [-3.51, -1.20, -1.08], [4.77, 4.77, -1.56], [-1.14, 0.44, 8.13], [-0.30, -2.89, 0.74], [-1.63, 1.41, -1.71], [5.52, 1.17, 0.52], [-1.00, -0.84, 0.24], [1.46, -6.11, -8.63], [0.55, 1.03, 2.06], [-3.98, 1.47, 1.75], [3.71, -6.77, -9.11], [-0.67, -1.60, -4.09], [0.15, -0.73, 5.27], [6.25, 2.48, -1.31], [5.14, 2.04, -0.68], [-4.53, -1.81, 2.09], [-3.07, 4.11, 4.44], [-1.03, 1.18, 1.93], [0.29, -4.84, -10.24], [-1.74, 0.16, 0.95], [-1.47, 1.18, 7.05], [0.51, -2.22, -5.78], [1.56, 1.29, 4.08], [1.06, -1.76, -3.75], [1.09, 1.97, 11.76], [0.43, 0.22, 9.87], [-5.03, -1.65, 0.77], [2.59, -7.12, -8.44], [-2.09, 0.69, 9.05], [-4.78, -2.91, 0.14], [0.03, 1.04, -2.57], [-1.51, 0.72, -8.91], [-6.27, 0.70, 2.57], [-6.04, 1.93, 0.79], [4.01, 2.27, -1.04]],
  "mulliken_charge": [-0.2528, 0.5358, 0.3344, -0.1886, 0.5839, 0.2488, -0.2531, 0.0029, -0.5184, 0.5926, 0.4246, -1.0028, -0.3165, 0.2917, -1.0993, 0.3461, -0.2705, 0.3077, -1.1032, -0.8610, -0.5235, 0.4425, -0.6188, 0.0991, 0.2535, -0.6168, 0.4038, -0.1933, 0.4336, -0.2120, 0.7836, -0.1860, 0.2699, 1.3433, -0.2427, 0.0696, 0.3696, 0.3255, 0.2779, -0.5396, -1.0789, -1.0443, -0.3064, 0.3467, -0.7078, -0.0514, 0.3394, -0.2502, -0.2642, -0.2644, 0.3233, -0.2158, -0.2428, -0.2865, 0.3034, -0.5818, 0.3783, 0.3403, 0.3120, 0.3259, -0.3000, 0.2230, -0.2150, 0.3911, 0.3163, 0.3727, 0.3616, -0.0157, -0.5123, 0.3245, -0.9617, -0.2274, 0.2865, 0.8154, 0.3386, 0.2409, 0.8504, 0.7144, 0.3969, -0.6542, -0.2463, -0.2456, 0.3275, 0.4377, -0.3254, 0.3590, -0.2235, 0.4468, 0.3115, -0.3333, -0.3999, -0.1299, -0.2955, 0.3997, 0.4041, 0.3092, -0.3010, 0.7304, 0.8569, -0.2575, -0.2601, 0.2637, -0.2504, -0.2229, 0.2764, -0.4940]
}

Record 3
{
  "formula": "C32H41BrO21",
  "method": "wB97M-V/def2-TZVPD",
  "total_charge": 0,
  "spin_multiplicity": 1,
  "smiles": "O=C1C=CC(=O)C(CC(=O)Br)=C1.C[C@@H]1COC(=O)O1.C[C@@H]1COC(=O)O1.C[C@@H]1COC(=O)O1.C[C@@H]1COC(=O)O1.C[C@@H]1COC(=O)O1.C[C@@H]1COC(=O)O1",
  "species": ["O", "C", "O", "H", "H", "H", "C", "O", "O", "H", "H", "C", "H", "O", "H", "H", "H", "H", "O", "C", "C", "H", "H", "H", "C", "O", "H", "H", "O", "C", "H", "C", "O", "H", "O", "H", "C", "O", "H", "O", "C", "H", "C", "C", "H", "C", "O", "O", "H", "C", "C", "H", "C", "H", "C", "H", "C", "H", "O", "H", "C", "C", "C", "C", "H", "H", "O", "O", "C", "H", "H", "O", "H", "C", "H", "H", "C", "O", "H", "C", "C", "C", "C", "C", "H", "C", "H", "H", "O", "O", "H", "C", "H", "Br", "H"],
  "positions_angstrom": [[0.71, 7.69, 0.40], [-6.47, -1.05, 2.73], [3.16, 1.52, -3.90], [5.54, 2.25, -1.62], [6.07, -3.65, 1.69], [3.47, -1.43, -8.50], [-4.27, -0.92, 2.33], [2.52, -0.53, -4.60], [6.57, 1.10, 2.34], [1.81, -1.74, -2.38], [0.48, 5.65, 2.88], [3.61, -0.44, -8.07], [-6.59, -1.87, 3.43], [-5.12, -4.51, 4.47], [-3.77, -7.37, 3.28], [2.79, 0.21, -8.39], [-3.95, -5.80, 2.47], [0.84, 0.40, -1.69], [2.11, 6.53, -0.93], [-3.81, -6.30, 3.44], [0.13, -2.34, -3.66], [4.45, -1.64, 3.07], [-6.54, -7.40, 4.25], [-4.70, -6.30, 5.39], [3.68, -0.51, -6.57], [-3.18, -1.19, 1.93], [4.10, 5.15, 0.68], [3.13, 3.70, 0.48], [3.97, -1.72, -0.12], [0.96, 6.39, 2.24], [4.23, 1.64, -0.59], [1.52, 6.65, 0.09], [-7.15, -5.43, 4.61], [5.64, -1.25, 0.99], [6.13, 1.29, 0.14], [-7.54, 0.56, 4.74], [3.99, 4.23, 0.09], [-4.52, -0.09, 3.37], [-2.85, -5.97, 3.83], [5.42, 2.87, 1.54], [4.87, -2.03, 0.97], [-1.12, 9.15, 1.87], [-3.36, -0.77, -3.54], [5.21, 2.12, -0.60], [-3.64, 0.20, -3.14], [-6.45, 0.47, 4.75], [2.25, -0.28, -0.29], [-5.42, -1.39, 1.80], [1.73, 6.91, 2.81], [-0.39, 8.53, 2.40], [-1.86, -0.96, -3.41], [0.49, 9.16, 2.59], [-4.93, -5.94, 4.38], [-0.82, 8.23, 3.36], [-5.93, 0.20, 3.37], [-6.16, -0.32, 5.44], [5.24, 3.39, 0.20], [-1.94, -2.89, -4.24], [3.69, 0.80, -5.97], [-6.45, -6.28, 2.86], [3.94, -1.91, 2.15], [-0.02, 7.32, 1.58], [-1.02, 0.13, -2.82], [6.09, 1.70, 1.43], [-7.41, -0.88, 2.20], [4.52, -0.01, -8.48], [0.71, -3.22, -4.27], [-6.87, -3.25, 5.08], [0.32, -0.28, -2.34], [3.80, 4.51, -0.94], [6.18, -3.38, -0.05], [-4.79, -2.67, -3.19], [1.54, -0.84, -6.39], [0.84, -1.43, -2.74], [-3.66, -0.82, -4.58], [4.60, -1.02, -6.26], [3.13, 0.68, -4.74], [-1.44, 1.26, -2.73], [6.12, 3.99, -0.04], [-6.42, -4.30, 4.76], [3.02, -0.89, 0.37], [-4.02, -1.87, -2.74], [-6.30, -6.38, 3.94], [2.48, -1.13, -5.91], [-6.08, 1.07, 2.72], [5.50, -3.38, 0.80], [2.53, -2.21, -5.84], [4.75, -4.15, 0.62], [1.58, 5.75, 1.12], [3.06, -0.85, 1.72], [-0.92, 6.79, 1.27], [-1.32, -2.11, -3.81], [-6.03, 1.40, 5.14], [-3.48, -1.89, -0.86], [3.34, -2.80, 2.31]],
  "mulliken_charge": [-0.3590, 0.2247, -0.4947, 0.3339, 0.3828, 0.3729, 0.6819, 0.0427, -0.5743, 0.2971, 0.3205, -1.5060, -0.3169, -0.3152, 0.3797, 0.3704, 0.3393, 0.7699, -0.4944, -1.4252, 0.1975, 0.3381, 0.3129, 0.2529, 0.5259, -0.5812, 0.3124, 0.2998, -0.2699, -0.5370, 0.0173, 0.5970, -0.3250, -0.0126, -0.3439, 0.3691, -1.4617, -0.3948, 0.3577, -0.3788, 0.9060, 0.3536, -0.9068, -0.0723, 0.3343, -1.4008, -0.4181, -0.2715, 0.3135, -1.4545, 0.2223, 0.3579, 0.5089, 0.3740, 0.4187, 0.2962, 0.5359, 0.5077, -0.3737, 0.3119, -0.5574, 0.4909, 0.2118, 0.7014, 0.3487, 0.3671, -0.6393, -0.5868, -0.1120, 0.4164, 0.3826, -0.5072, 0.3184, -0.0827, 0.3647, 0.2615, 0.3969, -0.6420, 0.2342, 0.6541, 0.4774, 0.5418, -0.5121, -0.7042, 0.2796, -1.6493, 0.3924, 0.3806, -0.2058, -0.3278, 0.2448, -0.3977, 0.3788, -0.0988, 0.3294]
}

Frontier orbital gap for every record listed, in sequence, given in hartree: 0.3227 0.2661 0.3228.
Strongest force on any atom for every record listed, in sequence, given in eV/Å: 0.985 4.833 1.165.